A molecular structure, C16H27BN11NdO2S3 in a non-equilibrium geometry. Source: the Open Molecules 2025 dataset; level of theory: ωB97M-V/def2-TZVPD.

Computed properties:
LUMO energy (alpha / beta)	-0.2248 / -0.2243	Ha
⟨S²⟩	3.752
net charge	+2
2S+1	4
frontier orbital gap (alpha / beta)	8.19 / 8.21	eV
E	-85964.993	eV
HOMO (alpha / beta)	-14.3 / -14.3	eV
relative energy (zero: lowest compared OMol25 entry of this formula, charge and spin)	0.0	kJ/mol

Last column: natural (NBO) charge in e.
Element x y z (Å)
C (-2.21001, -2.83837, -0.74715)  0.00
H (-3.53935, 0.77921, 3.51493)  0.25
H (-1.11094, 4.32979, -1.37394)  0.26
C (1.68567, 2.66531, -2.42885)  -0.53
H (5.07663, -2.01008, -0.47636)  0.46
H (-3.99747, -4.13991, -0.53686)  0.26
N (-1.60870, -1.97713, 0.07576)  -0.44
S (0.57681, 2.66243, -1.00361)  0.22
N (4.99522, -1.20121, 0.12391)  -0.74
H (-2.71240, 3.37130, 3.10526)  0.26
H (-3.04167, 2.90467, -1.98234)  0.26
H (2.63992, -2.12689, 2.32341)  0.20
H (-1.63346, 1.59142, -3.88877)  0.23
C (1.65938, -2.10393, 2.77415)  -0.02
C (-2.27685, 2.46283, 2.73240)  -0.33
B (-1.86744, -1.23201, 2.51148)  0.52
C (-3.34464, -2.84093, 1.12276)  0.03
H (-2.63460, -1.50741, 3.38079)  -0.01
C (-2.71072, 1.16681, 2.94736)  0.03
N (-1.86576, 0.31916, 2.34755)  -0.31
C (-2.20226, 2.48778, -1.42286)  -0.54
C (-0.09750, -2.33410, 4.05129)  0.04
H (2.04761, 1.80993, -4.35664)  0.26
N (-0.45211, -1.70033, 2.92716)  -0.30
H (5.80821, -0.87696, 0.62360)  0.43
H (-0.49256, 3.07959, 1.55156)  0.22
C (-0.95631, 3.30995, -1.72727)  -0.54
H (-0.83695, -2.54453, 4.80482)  0.25
N (2.47876, 1.08966, 1.26187)  -0.64
O (1.32854, -2.31742, -1.17629)  -0.44
H (2.23475, 0.97759, 2.24397)  0.40
S (-2.11276, 0.71168, -1.71663)  0.28
H (-4.00740, -2.98255, 1.95898)  0.24
H (-0.80449, 3.38396, -2.80380)  0.23
H (-2.68541, 0.20833, -3.98530)  0.26
H (-1.80920, -3.01602, -1.73339)  0.22
N (3.74097, 0.51657, 1.02228)  -0.41
N (2.53455, -2.12732, -0.96504)  0.66
H (1.84555, -3.11530, 4.74495)  0.26
S (0.97824, 0.06542, -3.11775)  0.26
C (1.26491, 1.78414, -3.59774)  -0.55
H (2.51004, 2.07752, 1.02749)  0.40
C (3.83438, -0.58192, 0.24985)  0.65
C (1.25563, -2.61061, 4.00253)  -0.32
N (-2.31726, -1.98534, 1.23562)  -0.31
H (-0.51677, -0.34623, -4.95389)  0.26
N (-0.88024, 1.02086, 1.71815)  -0.43
N (0.63052, -1.54714, 2.12491)  -0.43
H (-0.81764, -1.35590, -3.57067)  0.24
H (1.81391, 3.69033, -2.78206)  0.26
H (0.37146, 2.18238, -4.07571)  0.23
N (2.67361, -0.93164, -0.31960)  -0.54
H (4.54952, 0.86621, 1.51735)  0.41
Nd (0.26150, -0.39318, -0.03813)  1.68
H (2.66201, 2.35777, -2.04757)  0.24
C (-1.14335, 2.31330, 1.94439)  -0.03
C (-0.62012, -0.32250, -3.86778)  -0.53
H (-2.47205, 2.56564, -0.36782)  0.26
O (3.42540, -2.86032, -1.27533)  -0.31
C (-1.78656, 0.58594, -3.49649)  -0.54
C (-3.31872, -3.41034, -0.13489)  -0.32

Forces on atoms 1 to 2 (eV/Å):
0.0 0.0 0.0
0.0 0.1 0.0

***

A molecular structure, C2H2P2S2 in a non-equilibrium geometry. Source: the Open Molecules 2025 dataset; level of theory: ωB97M-V/def2-TZVPD.

Computed properties:
LUMO energy (alpha / beta)	-0.0615 / -0.0739	Ha
⟨S²⟩	2.131
net charge	0
2S+1	3
frontier orbital gap (alpha / beta)	5.63 / 6.37	eV
E	-42347.999	eV
HOMO (alpha / beta)	-7.3 / -8.4	eV
relative energy (zero: lowest compared OMol25 entry of this formula, charge and spin)	216.6	kJ/mol

Last column: natural (NBO) charge in e.
Element x y z (Å)
P (0.21663, 0.10343, -1.45937)  0.34
P (-0.88408, 1.78865, -1.04215)  0.05
C (1.55366, 0.43394, 0.51249)  -0.47
C (0.07814, -1.35696, -0.41475)  -0.74
S (-0.81527, -2.70230, -0.67524)  0.09
H (1.84286, 1.14503, 1.37318)  0.20
S (0.91276, -0.99082, 1.09912)  0.53
H (-0.10408, -0.69004, -2.57624)  0.00

Forces on atoms 1 to 2 (eV/Å):
0.7 -0.9 -0.3
0.0 0.2 0.0

***

A molecular structure, C7H22BaO7. Source: the Open Molecules 2025 dataset; level of theory: ωB97M-V/def2-TZVPD.

Computed properties:
LUMO energy	-0.2266	Ha
net charge	+2
2S+1	1
frontier orbital gap	11.18	eV
E	-22629.422	eV
HOMO	-17.3	eV
relative energy (zero: lowest compared OMol25 entry of this formula, charge and spin)	0.0	kJ/mol

Last column: Mulliken charge in e.
Element x y z (Å)
H (-25.05204, 2.73409, -3.65467)  0.28
H (-25.96182, 4.22853, -3.86620)  0.32
H (-24.62089, 3.84859, -4.98263)  -0.02
O (-23.63167, 3.49139, -7.71477)  -0.30
C (-20.95011, 3.28139, -8.16222)  -0.55
O (-27.34468, 3.83205, -7.84867)  -0.33
H (-19.88382, 3.46162, -8.11013)  0.28
C (-22.40854, 6.29459, -5.97878)  -0.69
C (-25.43156, 3.43754, -4.39532)  -0.36
C (-24.27177, 3.24481, -10.97800)  -0.55
O (-25.40210, 2.98931, -10.11395)  -0.37
H (-21.32223, 3.36851, -9.17838)  0.26
H (-28.21598, 4.58179, -9.60831)  0.30
H (-24.10808, 4.31700, -11.08364)  0.31
C (-28.47624, 3.97463, -8.73948)  -0.74
O (-23.50154, 0.85882, -6.11940)  -0.33
O (-21.55065, 4.28875, -7.32909)  -0.35
H (-21.75099, 5.82852, -5.25235)  0.31
H (-27.33382, 4.60587, -7.27642)  0.21
H (-28.80615, 2.98371, -9.04401)  0.28
H (-26.15658, 3.48637, -10.44780)  0.22
H (-22.76575, 0.85532, -6.74225)  0.23
H (-21.15087, 2.28793, -7.76132)  0.16
C (-23.29726, -0.28444, -5.21986)  -0.72
H (-22.24806, -0.36513, -4.95983)  0.29
H (-23.04159, 7.02568, -5.48694)  0.25
H (-23.90679, -0.10545, -4.34160)  0.23
H (-23.63245, -1.20993, -5.68932)  0.32
O (-26.33483, 2.77039, -5.32150)  -0.40
H (-21.85942, 6.78057, -6.77823)  0.33
C (-22.85872, 4.30782, -7.21774)  0.65
H (-24.43012, 2.79476, -11.95451)  0.36
H (-29.31048, 4.46335, -8.23741)  0.33
Ba (-25.66978, 1.72324, -7.75770)  1.75
H (-26.99467, 2.30979, -4.78974)  0.23
O (-23.32775, 5.30781, -6.52629)  -0.30
H (-23.39908, 2.81737, -10.49524)  0.08

Forces on atoms 1 to 2 (eV/Å):
0.1 0.0 -0.1
0.0 0.1 -0.1

***

A molecular structure, C31H39N5O2P2Pt in a non-equilibrium geometry. Source: the Open Molecules 2025 dataset; level of theory: ωB97M-V/def2-TZVPD.

Computed properties:
LUMO energy (alpha / beta)	-0.0282 / -0.0992	Ha
⟨S²⟩	2.004
net charge	0
2S+1	3
frontier orbital gap (alpha / beta)	7.46 / 5.62	eV
E	-66143.480	eV
HOMO (alpha / beta)	-8.2 / -8.3	eV
relative energy (zero: lowest compared OMol25 entry of this formula, charge and spin)	0.0	kJ/mol

Last column: Mulliken charge in e.
Element x y z (Å)
C (-1.18004, -0.49852, 1.19118)  -0.33
H (-1.75729, 0.85600, -9.15729)  0.46
P (-2.37898, -0.37664, -6.31805)  0.00
N (1.96373, -2.35180, -7.56106)  0.54
H (-2.60981, 4.57984, -7.06751)  0.44
C (-1.04004, 1.81259, -3.64220)  -0.41
C (-5.45601, -1.18776, -8.80125)  -0.63
H (3.07058, -5.36515, -8.39042)  0.41
H (2.79800, -3.64168, -10.50008)  0.42
H (1.94628, -1.29309, -9.45421)  0.20
H (2.48999, 2.31237, -1.60684)  0.35
C (1.51840, -2.89065, -1.93435)  -1.13
H (2.30044, 0.59054, -8.87018)  0.29
H (-1.71022, 1.90593, -0.21855)  0.60
H (-4.44608, 0.78836, -8.50753)  0.34
H (3.92614, -0.23368, -5.02987)  0.46
C (-5.24426, -2.43371, -8.12502)  -0.55
C (1.57812, 2.21360, -2.21804)  -0.79
C (-0.19869, 3.36703, -0.89238)  -0.66
H (-1.53107, -1.03938, -8.57996)  0.39
H (0.47617, 0.91017, -4.92463)  -0.66
Pt (-0.35706, -2.53173, -2.54697)  1.23
H (1.37012, 4.31013, -2.04687)  0.49
O (-3.33946, -2.78421, -0.57036)  -0.66
C (-0.31438, -1.02301, 0.01112)  0.37
C (1.44416, 1.23042, -3.10627)  -0.33
H (-1.03351, -2.12130, -7.24266)  0.72
N (2.77393, -0.02367, -6.84090)  0.54
C (3.01576, 0.61625, -8.05821)  -0.03
C (-1.14622, -1.06217, -7.53753)  -1.51
H (2.30985, -3.94178, -6.16545)  0.41
H (-0.14793, -0.15294, -3.67817)  -0.52
H (-2.82465, -1.70813, 1.94170)  0.28
H (2.12571, -3.37935, -2.70694)  0.25
H (2.28746, 0.55340, -3.29541)  0.26
C (3.88975, 0.18681, -6.02514)  -0.57
H (-2.67114, 1.34825, -2.30294)  0.37
H (-6.17144, -0.99925, -9.58990)  0.43
C (0.21110, -0.32274, -7.47729)  -0.76
C (2.75021, -4.33184, -8.34750)  -0.61
C (-2.47583, 3.54429, -7.32569)  -0.84
O (0.86750, -0.70539, -0.09395)  -0.57
H (0.59411, -0.18542, -8.49994)  0.09
C (2.61501, -3.42757, -9.45262)  -0.66
H (-5.75406, -3.36355, -8.30121)  0.43
C (2.35583, -3.64701, -7.20347)  -0.51
C (0.18615, 0.89155, -3.85489)  2.23
C (-4.57245, -0.26209, -8.26420)  -0.22
C (-1.30055, 2.38297, -1.11021)  -0.73
H (1.86277, -1.85325, -1.73116)  0.26
N (-1.11757, -1.84211, -0.80632)  -0.53
H (-0.81025, 2.79442, -4.07344)  0.80
H (-3.06875, 2.45396, -5.46317)  0.79
H (0.34176, 3.01947, 0.00258)  0.26
C (-2.41973, -2.04758, -0.20810)  0.43
H (1.54799, -3.47074, -0.99781)  0.33
H (-3.75993, -2.90129, -6.48472)  0.36
H (0.11731, 0.69261, -7.06537)  0.96
H (-1.23220, 0.59478, 1.07341)  0.00
C (4.25222, 1.24257, -8.00492)  -0.74
H (5.75269, 1.31936, -6.33908)  0.41
C (-1.99541, 3.00559, -8.55498)  -0.78
N (-2.40199, 1.27208, -7.14492)  0.57
C (-4.22891, -2.23591, -7.19564)  -0.41
C (-1.73983, 1.94062, -2.29810)  -0.73
H (-1.83539, 1.42003, -4.28510)  -0.48
C (2.14561, -2.22325, -8.94182)  -0.14
N (-3.82358, -0.88966, -7.25084)  0.26
H (-0.48591, 4.40942, -0.66178)  0.38
H (-0.67844, -0.68503, 2.15339)  0.40
H (-3.30234, -0.40532, 0.90379)  0.26
H (0.12159, 3.57556, -3.04475)  0.05
C (4.81093, 0.95908, -6.71910)  -0.77
C (0.70724, 3.43454, -2.12785)  -0.73
H (4.69467, 1.81952, -8.80198)  0.44
C (-1.99886, 1.62556, -8.43432)  -0.37
C (-2.52090, -1.15819, 1.04307)  -0.43
C (-2.70403, 2.46628, -6.47617)  -0.75
H (-1.64322, 3.54785, -9.41956)  0.47
P (1.44778, -1.13592, -6.37788)  0.09

Forces on atoms 1 to 2 (eV/Å):
0.9 0.2 -0.2
0.0 0.4 0.1

***

A molecular structure, C4H4LaLiO5 in a non-equilibrium geometry. Source: the Open Molecules 2025 dataset; level of theory: ωB97M-V/def2-TZVPD.

Computed properties:
LUMO energy	-0.3293	Ha
net charge	+2
2S+1	1
frontier orbital gap	7.82	eV
E	-15500.099	eV
HOMO	-16.8	eV
relative energy (zero: lowest compared OMol25 entry of this formula, charge and spin)	0.0	kJ/mol

Last column: Mulliken charge in e.
Element x y z (Å)
H (1.30636, 1.87988, 1.32718)  0.32
La (-0.65593, -1.71101, -0.13333)  1.85
O (2.52296, -1.85152, -3.46963)  -0.17
C (1.15743, -0.12569, 0.43058)  -1.17
O (-2.73228, 1.98430, 0.62291)  -0.72
O (-1.95863, -0.06740, 0.70762)  -0.86
H (1.87369, 0.20858, -0.33368)  0.41
H (1.80205, -0.70257, 1.11669)  0.51
H (0.29065, 0.70439, 2.22527)  0.34
O (0.56307, -2.40023, -2.40976)  -0.44
C (1.49309, -2.26493, -3.12100)  0.67
O (-0.54346, 1.69820, 0.60099)  -0.28
C (-1.76581, 1.20890, 0.61688)  1.08
Li (-3.95811, 0.39854, 0.59357)  0.89
C (0.60494, 1.04055, 1.22570)  -0.44

Forces on atoms 1 to 2 (eV/Å):
-0.2 -0.4 0.0
1.3 0.0 -0.2

***

> What is the formula in the fifth record?

C4H4LaLiO5

***

> E of number 1 (C16H27BN11NdO2S3)?

-85964.993 eV

***

> Which formula does entry 1 have?

C16H27BN11NdO2S3

***

> E of number 1 (C16H27BN11NdO2S3)?

-85964.993 eV